Record 1
Density functional theory data (ωB97M-V/def2-TZVPD) for 2 unconnected molecules or ions with the total composition C5H8O2.

Properties
net charge: 0
spin multiplicity: 1
electronic energy: -9403.492 eV
highest occupied orbital energy: -8.41 eV
largest force on an atom: 0.97 eV Å⁻¹
frontier orbital gap: 8.754 eV
E_LUMO: 0.344 eV
energy above the lowest of the compared OMol25 structures with the same formula, charge and spin: 6.340 eV

Each line ends with the Löwdin charge.
Atoms and positions in Å:
C (-1.112, 1.359, 0.009)  0.052
C (-0.238, 0.443, 0.369)  -0.282
C (0.041, -0.415, 1.575)  -0.103
O (1.443, -0.515, 1.201)  -0.086
C (1.172, 0.092, -0.083)  -0.267
C (0.609, -0.782, -1.147)  -0.081
O (0.522, -2.040, -0.794)  0.048
H (-2.043, 1.482, 0.547)  0.079
H (-0.891, 2.075, -0.777)  0.067
H (-1.307, 0.697, -2.304)  0.033
H (-0.410, -1.410, 1.666)  0.127
H (-0.109, 0.172, 2.480)  0.127
H (1.857, 0.900, -0.364)  0.161
H (-0.735, 0.211, -2.254)  0.003
H (1.201, -2.268, -0.124)  0.123

Record 2
Density functional theory data (ωB97M-V/def2-TZVPD) for a molecular structure, C35H32N11STi at a distorted geometry.

Properties
net charge: +1
spin multiplicity: 1
electronic energy: -87154.656 eV
highest occupied orbital energy (alpha / beta): -8.87 / -9.31 eV
largest force on an atom: 1.35 eV Å⁻¹
frontier orbital gap (alpha / beta): 5.083 / 5.510 eV
E_LUMO (alpha / beta): -3.785 / -3.804 eV
energy above the lowest of the compared OMol25 structures with the same formula, charge and spin: 0.380 eV

Each line ends with the Löwdin charge.
Atoms and positions in Å:
Ti (0.302, -1.694, 0.216)  0.993
C (4.586, 0.040, -2.775)  -0.091
C (3.285, 0.373, -3.121)  -0.082
C (2.281, 0.351, -2.165)  -0.044
C (2.569, -0.014, -0.851)  -0.311
C (3.886, -0.324, -0.504)  -0.035
C (4.882, -0.299, -1.461)  -0.078
N (1.526, -0.139, 0.098)  -0.057
C (1.626, 0.588, 1.296)  -0.286
C (2.280, 1.804, 1.446)  -0.047
C (2.232, 2.454, 2.678)  -0.115
C (1.544, 1.898, 3.753)  -0.085
C (0.910, 0.668, 3.621)  -0.017
C (0.965, 0.017, 2.401)  -0.243
N (0.433, -1.245, 2.101)  -0.126
N (-0.162, -1.967, 3.092)  0.063
C (-0.581, -3.108, 2.588)  -0.383
C (-1.226, -4.082, 3.424)  -0.014
C (-1.677, -5.239, 2.891)  -0.072
C (-1.512, -5.489, 1.496)  -0.075
C (-0.898, -4.539, 0.739)  -0.144
N (-0.431, -3.363, 1.245)  -0.035
H (5.369, 0.063, -3.520)  0.102
H (3.050, 0.669, -4.135)  0.105
H (1.266, 0.634, -2.416)  0.112
H (4.112, -0.588, 0.523)  0.125
H (5.898, -0.542, -1.182)  0.106
H (2.814, 2.238, 0.611)  0.121
H (2.749, 3.398, 2.799)  0.105
H (1.514, 2.413, 4.703)  0.102
H (0.395, 0.204, 4.450)  0.107
H (-1.323, -3.851, 4.475)  0.112
H (-2.159, -5.980, 3.515)  0.108
H (-1.861, -6.404, 1.044)  0.100
H (-0.753, -4.676, -0.330)  0.108
N (-3.812, -0.270, 0.797)  0.144
C (-2.602, -0.780, 1.008)  -0.162
N (-1.759, -1.047, 0.047)  0.021
C (-2.094, -0.764, -1.264)  -0.290
N (-1.345, -1.119, -2.267)  0.118
N (-0.223, -1.779, -1.813)  -0.090
C (0.646, -2.324, -2.602)  -0.006
C (1.820, -2.992, -1.948)  -0.215
C (2.816, -3.630, -2.688)  0.017
C (3.853, -4.241, -1.987)  -0.016
C (3.860, -4.205, -0.594)  -0.012
C (2.827, -3.554, 0.075)  -0.077
N (1.833, -2.967, -0.583)  0.012
C (-3.339, -0.049, -1.537)  -0.103
C (-3.688, 0.423, -2.806)  0.003
C (-4.878, 1.096, -2.982)  -0.054
C (-5.739, 1.299, -1.900)  -0.053
C (-5.415, 0.839, -0.641)  -0.002
C (-4.206, 0.172, -0.467)  -0.191
H (-4.379, -0.043, 1.598)  0.169
H (-2.295, -0.994, 2.027)  0.143
H (0.526, -2.324, -3.683)  0.143
H (2.785, -3.640, -3.767)  0.124
H (4.643, -4.741, -2.529)  0.120
H (4.645, -4.675, -0.021)  0.117
H (2.783, -3.494, 1.156)  0.134
H (-3.010, 0.251, -3.629)  0.117
H (-5.152, 1.465, -3.960)  0.112
H (-6.670, 1.827, -2.050)  0.114
H (-6.080, 0.995, 0.197)  0.121
S (-1.351, 1.931, 0.578)  0.748
C (-1.171, 3.611, 0.541)  -0.812
N (-2.115, 4.400, 0.006)  0.007
C (-2.042, 5.849, -0.059)  -0.170
C (-0.583, 6.280, -0.081)  -0.159
C (0.151, 5.621, 1.078)  -0.164
N (-0.080, 4.191, 1.041)  0.026
H (-2.910, 3.912, -0.365)  0.115
H (-2.557, 6.293, 0.799)  0.123
H (-2.559, 6.175, -0.962)  0.123
H (-0.514, 7.364, -0.002)  0.119
H (-0.124, 5.981, -1.024)  0.123
H (-0.189, 6.037, 2.033)  0.126
H (1.227, 5.791, 1.007)  0.125
H (0.579, 3.559, 1.473)  0.078

Record 3
Density functional theory data (ωB97M-V/def2-TZVPD) for C5H7NO in the gas phase.

Properties
net charge: 0
spin multiplicity: 1
electronic energy: -8834.319 eV
highest occupied orbital energy: -9.11 eV
largest force on an atom: 0.70 eV Å⁻¹
frontier orbital gap: 9.977 eV
E_LUMO: 0.868 eV
energy above the lowest of the compared OMol25 structures with the same formula, charge and spin: 1.884 eV

Each line ends with the Löwdin charge.
Atoms and positions in Å:
C (2.258, 0.174, 0.210)  -0.091
C (1.212, -0.826, -0.223)  -0.134
C (0.182, -1.032, 0.557)  -0.141
N (-0.856, -0.894, 1.214)  0.171
C (-1.348, 0.368, 0.658)  -0.507
C (-2.137, 0.222, -0.622)  0.000
O (-1.077, 1.399, 1.207)  0.107
H (1.862, 0.808, 1.012)  0.079
H (3.167, -0.308, 0.577)  0.070
H (2.529, 0.818, -0.632)  0.077
H (1.243, -1.306, -1.197)  0.106
H (-1.975, 1.102, -1.250)  0.090
H (-3.196, 0.170, -0.355)  0.090
H (-1.865, -0.695, -1.156)  0.082

Record 4
Density functional theory data (ωB97M-V/def2-TZVPD) for C10H18N2O5 in the gas phase at a distorted geometry.

Properties
net charge: 0
spin multiplicity: 1
electronic energy: -23873.615 eV
highest occupied orbital energy: -9.41 eV
largest force on an atom: 9.95 eV Å⁻¹
frontier orbital gap: 9.198 eV
E_LUMO: -0.217 eV
energy above the lowest of the compared OMol25 structures with the same formula, charge and spin: 8.176 eV

Each line ends with the Löwdin charge.
Atoms and positions in Å:
C (-0.273, 2.018, -0.899)  -0.111
C (-1.614, 2.007, -0.210)  -0.409
C (-1.692, 2.475, 1.260)  -0.027
C (-2.142, 0.625, -0.584)  -0.194
C (-1.722, -0.487, 0.305)  -0.288
N (-0.427, -0.754, -0.252)  0.044
C (0.604, -1.228, 0.802)  -0.237
O (0.677, -0.824, 1.966)  0.055
C (2.041, -1.865, 0.321)  -0.238
N (1.963, -1.969, -1.297)  0.046
C (3.336, -1.378, 0.725)  -0.061
C (3.314, 0.159, 0.200)  -0.424
O (3.915, 1.130, 0.717)  0.059
O (2.653, 0.315, -0.954)  0.000
C (-2.550, -1.772, 0.032)  -0.080
O (-2.348, -3.117, 0.093)  -0.001
O (-4.061, -1.154, 0.203)  -0.059
H (-0.376, 1.343, -1.842)  0.099
H (0.401, 1.405, -0.353)  0.022
H (0.072, 3.150, -1.043)  0.129
H (-2.211, 2.619, -0.890)  0.127
H (-0.930, 2.005, 1.710)  0.030
H (-1.573, 3.496, 1.449)  0.056
H (-2.705, 2.393, 1.748)  0.111
H (-3.236, 0.826, -0.667)  0.124
H (-1.836, 0.431, -1.701)  0.148
H (-1.663, -0.154, 1.358)  0.169
H (-0.237, -1.285, -1.171)  0.161
H (2.185, -2.921, 0.563)  0.136
H (2.223, -0.962, -1.527)  0.031
H (2.330, -2.760, -1.659)  0.004
H (3.485, -1.289, 1.848)  0.155
H (4.154, -1.888, 0.347)  0.102
H (2.692, 1.411, -1.083)  0.251
H (-4.446, -2.003, 0.483)  0.067

Record 5
Density functional theory data (ωB97M-V/def2-TZVPD) for a molecular structure, C31H33As2Cl3O2RuSbSe2Te2.

Properties
net charge: +1
spin multiplicity: 1
electronic energy: -350416.288 eV
highest occupied orbital energy (alpha / beta): -10.48 / -10.48 eV
largest force on an atom: 0.34 eV Å⁻¹
frontier orbital gap (alpha / beta): 4.999 / 5.010 eV
E_LUMO (alpha / beta): -5.482 / -5.469 eV
energy above the lowest of the compared OMol25 structures with the same formula, charge and spin: 0.497 eV

Each line ends with the Löwdin charge.
Atoms and positions in Å:
Ru (-0.202, -0.301, 0.117)  0.082
Se (0.128, -0.950, 2.425)  0.223
Te (2.504, -0.815, 3.116)  0.380
Te (3.775, 0.116, 1.032)  0.379
Se (1.932, 0.232, -0.603)  -0.021
C (-0.550, 3.437, -1.757)  -0.434
C (-0.381, 2.274, -2.724)  -0.421
As (-0.918, 0.481, -2.155)  1.215
C (-0.274, -0.441, -3.747)  -0.378
C (-1.141, -1.018, -4.669)  -0.100
C (-0.639, -1.662, -5.793)  -0.063
C (0.729, -1.725, -6.013)  -0.069
C (1.598, -1.125, -5.112)  -0.074
C (1.099, -0.486, -3.987)  -0.153
C (-2.822, 0.450, -2.452)  -0.393
C (-3.495, -0.764, -2.347)  -0.167
C (-4.837, -0.850, -2.672)  -0.099
C (-5.527, 0.287, -3.074)  -0.076
C (-4.870, 1.505, -3.149)  -0.073
C (-3.516, 1.587, -2.847)  -0.098
As (0.837, 3.546, -0.359)  1.258
C (-0.071, 2.752, 1.181)  -0.460
C (-1.410, 2.365, 1.213)  -0.148
C (-2.014, 2.010, 2.420)  -0.096
C (-1.281, 2.005, 3.591)  -0.083
C (0.067, 2.358, 3.562)  -0.110
C (0.662, 2.728, 2.371)  -0.159
C (0.542, 5.418, 0.097)  -0.409
C (-0.560, 5.853, 0.831)  -0.098
C (-0.737, 7.205, 1.087)  -0.076
C (0.184, 8.131, 0.613)  -0.079
C (1.285, 7.703, -0.114)  -0.083
C (1.465, 6.350, -0.367)  -0.130
H (-1.553, 3.508, -1.334)  0.055
H (-0.391, 4.363, -2.316)  0.077
H (0.667, 2.171, -3.015)  0.056
H (-0.938, 2.439, -3.649)  0.079
H (-2.211, -0.967, -4.524)  0.097
H (-1.324, -2.108, -6.502)  0.112
H (1.116, -2.227, -6.890)  0.111
H (2.666, -1.148, -5.287)  0.111
H (1.797, -0.018, -3.304)  0.031
H (-2.968, -1.649, -2.006)  0.092
H (-5.352, -1.798, -2.596)  0.105
H (-6.578, 0.223, -3.320)  0.113
H (-5.407, 2.395, -3.450)  0.112
H (-3.017, 2.544, -2.926)  0.092
H (-2.026, 2.398, 0.320)  0.083
H (-3.067, 1.760, 2.440)  0.081
H (-1.754, 1.729, 4.524)  0.119
H (0.644, 2.360, 4.478)  0.112
H (1.702, 3.040, 2.366)  0.101
H (-1.280, 5.139, 1.212)  0.097
H (-1.594, 7.537, 1.659)  0.107
H (0.045, 9.184, 0.815)  0.107
H (2.007, 8.422, -0.479)  0.106
H (2.333, 6.019, -0.927)  0.091
C (-1.516, -3.878, 0.516)  -0.262
Sb (-0.015, -2.764, -0.461)  1.298
C (-0.199, -3.468, -2.445)  -0.262
C (1.810, -3.655, 0.117)  -0.285
H (-1.276, -4.939, 0.462)  0.026
H (-2.465, -3.694, 0.014)  0.001
H (-1.592, -3.559, 1.553)  0.005
H (-0.102, -4.553, -2.408)  0.027
H (0.575, -3.046, -3.081)  0.006
H (-1.174, -3.201, -2.846)  0.006
H (1.718, -4.736, 0.018)  0.024
H (2.037, -3.397, 1.148)  -0.026
H (2.603, -3.295, -0.537)  0.014
Cl (-4.886, 0.764, 0.465)  0.681
C (-4.418, -0.668, 1.389)  -1.478
Cl (-5.063, -0.538, 3.021)  0.655
Cl (-5.060, -2.135, 0.610)  0.650
C (-2.869, -0.851, 1.429)  -0.858
O (-2.382, -1.376, 2.414)  -0.153
O (-2.269, -0.458, 0.377)  -0.304

Record 6
Density functional theory data (ωB97M-V/def2-TZVPD) for C14H17Cl2NO4S in the gas phase.

Properties
net charge: 0
spin multiplicity: 1
electronic energy: -60354.533 eV
highest occupied orbital energy: -9.23 eV
largest force on an atom: 0.93 eV Å⁻¹
frontier orbital gap: 9.716 eV
E_LUMO: 0.482 eV
energy above the lowest of the compared OMol25 structures with the same formula, charge and spin: 0.087 eV

Each line ends with the Löwdin charge.
Atoms and positions in Å:
O (3.292, 0.612, 2.329)  0.059
C (3.415, -0.165, 1.405)  -0.474
C (3.765, -1.638, 1.475)  -0.070
C (4.140, -1.993, 0.038)  -0.145
C (3.331, -0.988, -0.786)  -0.139
N (3.243, 0.154, 0.102)  -0.057
C (2.780, 1.440, -0.330)  -0.086
C (1.264, 1.448, -0.628)  -0.399
O (0.857, 2.658, -1.216)  -0.019
C (0.450, 1.111, 0.622)  -0.156
S (-0.657, -0.281, 0.239)  0.675
O (0.146, -1.323, -0.353)  -0.331
O (-1.425, -0.629, 1.399)  -0.302
C (-1.786, 0.348, -1.095)  -0.173
C (-3.179, 0.114, -0.655)  -0.302
C (-3.927, -0.952, -1.143)  -0.016
C (-5.204, -1.210, -0.684)  -0.091
C (-5.751, -0.394, 0.295)  -0.669
Cl (-7.341, -0.702, 0.880)  0.693
C (-5.031, 0.669, 0.815)  -0.114
C (-3.754, 0.906, 0.338)  -0.600
Cl (-2.861, 2.213, 1.001)  0.789
H (2.865, -2.170, 1.792)  0.130
H (4.552, -1.828, 2.202)  0.122
H (5.208, -1.836, -0.120)  0.114
H (3.897, -3.021, -0.220)  0.111
H (2.329, -1.378, -1.001)  0.100
H (3.822, -0.705, -1.720)  0.127
H (3.317, 1.742, -1.235)  0.138
H (2.999, 2.148, 0.477)  0.139
H (1.063, 0.684, -1.387)  0.134
H (1.096, 3.388, -0.631)  0.106
H (1.068, 0.795, 1.459)  0.099
H (-0.183, 1.937, 0.934)  0.073
H (-1.532, -0.220, -1.985)  0.110
H (-1.549, 1.400, -1.226)  0.086
H (-3.494, -1.591, -1.897)  0.123
H (-5.771, -2.040, -1.074)  0.107
H (-5.454, 1.296, 1.584)  0.108